# 1
Computed, not measured: 4 unconnected molecules or ions with the total composition C26H53N4O10, with ωB97M-V/def2-TZVPD.

Values from the calculation:
Strongest force on any atom (eV/Å): 2.4
Charge: +1
LUMO (eV): -2.89
E_HOMO (eV): -10.86
Kohn-Sham gap (eV): 7.98
Energy (eV): -54249.71862

Last column: Mulliken charge in e.
Atoms and positions in Å:
1 C -2.06633 -5.45663 2.61176  -0.5440
2 O -2.55209 -4.25309 2.02448  -0.3600
3 C -1.48166 -3.47656 1.46550  -0.5605
4 C -1.85801 -3.04501 0.00612  -0.3283
5 C -2.56843 -1.65854 0.12215  -0.9206
6 C -3.14904 -1.14407 -1.23039  -0.9235
7 C -2.17008 -0.13188 -1.97069  -0.2008
8 C -2.24199 -0.45427 -3.48886  -0.7892
9 C -1.32531 0.42401 -4.41069  -0.9418
10 C 0.06821 0.79601 -3.81107  -0.4486
11 C 0.23180 2.35621 -3.65350  -0.8810
12 C 1.69946 2.84992 -3.94341  -0.3475
13 C 1.61753 4.20581 -4.72593  -1.1106
14 N 2.32248 5.33128 -4.08553  -0.1000
15 C 1.72035 6.13964 -3.24322  0.3901
16 N 2.33246 7.22581 -2.65176  -0.5299
17 C 1.40187 7.81430 -1.90775  -0.1776
18 N 0.24079 7.13290 -1.98014  -0.3178
19 N 0.46261 6.09285 -2.80081  0.2142
20 H -2.84109 -5.91388 3.25880  0.1779
21 H -1.17573 -5.26415 3.24917  0.3056
22 H -1.82198 -6.18324 1.80498  0.2282
23 H -1.31931 -2.55951 2.06745  0.2991
24 H -0.56969 -4.10431 1.50077  0.3614
25 H -2.56566 -3.78211 -0.42548  0.2857
26 H -0.96629 -3.03317 -0.65261  0.2882
27 H -3.43206 -1.82352 0.80154  0.3595
28 H -1.83848 -0.94376 0.55694  0.4167
29 H -3.29768 -1.99673 -1.92209  0.4464
30 H -4.11692 -0.62591 -1.08442  0.4537
31 H -2.52215 0.89793 -1.76136  0.1685
32 H -1.17621 -0.30892 -1.51747  0.2413
33 H -2.10753 -1.54003 -3.66897  0.4179
34 H -3.29072 -0.24085 -3.79874  0.2445
35 H -1.92871 1.30507 -4.71675  0.3898
36 H -1.17431 -0.15725 -5.34615  0.2773
37 H 0.82998 0.45480 -4.54629  0.4481
38 H 0.30579 0.26703 -2.87198  0.3425
39 H -0.12680 2.67777 -2.65204  0.2138
40 H -0.47733 2.78834 -4.39384  0.4001
41 H 2.13926 2.08793 -4.61675  0.4158
42 H 2.31508 2.90533 -3.02812  0.3833
43 H 2.11366 4.04599 -5.70331  0.4024
44 H 0.58540 4.54142 -4.94335  0.5302
45 H 3.28553 5.56613 -4.29912  0.2509
46 H 1.56301 8.72718 -1.32840  0.6419
47 H -0.65012 7.32499 -1.53595  0.2198
48 H -0.21413 5.37707 -3.05112  0.2673
49 C -2.47779 -7.55202 8.55659  -1.0859
50 C -2.97073 -8.73758 7.75245  -0.1668
51 O -4.38003 -8.64887 7.50217  -0.3592
52 C -4.74044 -7.80072 6.53761  0.7937
53 O -4.00003 -7.12555 5.86717  -0.5569
54 O -6.07462 -7.81086 6.45546  -0.3324
55 C -6.60793 -6.87424 5.51900  -0.6252
56 H -3.06101 -7.44134 9.47254  0.2971
57 H -1.42622 -7.67596 8.81852  0.3585
58 H -2.58365 -6.62320 7.99513  0.2939
59 H -2.81932 -9.65314 8.32364  0.2944
60 H -2.42174 -8.84600 6.81580  0.2959
61 H -6.15473 -6.99558 4.53602  0.2838
62 H -6.46114 -5.85738 5.88369  0.2844
63 H -7.67532 -7.06620 5.43708  0.2214
64 C 5.28521 12.26949 3.34266  -1.0993
65 C 4.16158 12.56159 2.37019  -0.1671
66 O 4.34459 11.85433 1.13170  -0.3549
67 C 4.03274 10.56234 1.15667  0.8011
68 O 3.60725 9.94382 2.09842  -0.5574
69 O 4.29057 10.04889 -0.05826  -0.3275
70 C 4.08580 8.64214 -0.14377  -0.6567
71 H 6.25334 12.47308 2.88178  0.2965
72 H 5.18432 12.88032 4.24011  0.3583
73 H 5.28666 11.22067 3.64105  0.3145
74 H 4.16360 13.62159 2.11890  0.2889
75 H 3.18557 12.33295 2.80056  0.3073
76 H 3.08846 8.36711 0.20099  0.2662
77 H 4.84525 8.11675 0.43506  0.3364
78 H 4.18623 8.35484 -1.18843  0.2063
79 C 1.81078 -6.89609 -0.39332  -1.2557
80 C 0.78437 -6.08280 -1.15460  0.3065
81 O 1.41611 -5.15647 -2.05085  -0.3186
82 C 1.88990 -5.68614 -3.18199  0.7308
83 O 1.82391 -6.84168 -3.50993  -0.5455
84 O 2.47229 -4.70680 -3.88603  -0.3258
85 C 3.10540 -5.15391 -5.08608  -0.6557
86 H 2.52255 -6.23952 0.11092  0.3233
87 H 1.32484 -7.52998 0.34951  0.3641
88 H 2.38490 -7.53457 -1.06517  0.3590
89 H 0.20259 -5.48343 -0.45338  -0.1670
90 H 0.08239 -6.72157 -1.69264  0.3534
91 H 2.41818 -5.72818 -5.70574  0.3076
92 H 3.98689 -5.74753 -4.84395  0.2965
93 H 3.41897 -4.27092 -5.63879  0.2177

---

# 2
Computed, not measured: a molecular structure, C26H54AlCl5CsGaNNaO14V, with ωB97M-V/def2-TZVPD.

Values from the calculation:
Strongest force on any atom (eV/Å): 17.1
Charge: +1
LUMO (eV): -8.09
E_HOMO (eV): -9.23
Kohn-Sham gap (eV): 1.13
Energy (eV): -210196.98630

Last column: Mulliken charge in e.
Atoms and positions in Å:
1 C 3.28703 -1.08737 3.98364  -0.3918
2 C 4.30910 0.09431 3.89832  -0.7479
3 C 5.59611 -0.21747 3.09354  -0.7066
4 C 5.36914 -0.78103 1.62757  -0.8367
5 C 4.07631 -0.17812 0.83021  -1.7619
6 C 3.12109 -1.41637 0.45005  -0.5406
7 C 1.60764 -1.14573 0.65013  -0.0530
8 C 0.81534 -2.49096 0.48075  -1.2792
9 C -0.18137 -2.67362 1.68080  0.5920
10 C -1.48745 -3.41284 1.22641  -1.1939
11 C -2.72696 -3.04522 2.08138  -0.8327
12 C -2.47438 -3.05965 3.61870  0.0404
13 C -2.06651 -1.69591 4.21860  0.8471
14 C -3.07347 -0.53083 3.95257  -1.0167
15 C -2.52743 0.39308 2.83375  0.2847
16 Ga -3.62958 2.08778 2.53624  0.2534
17 Cl -2.97670 3.58596 4.13650  -0.3707
18 O -3.41335 2.89979 0.86388  -0.5253
19 C -3.15751 1.97451 -0.17143  -0.7350
20 C -1.66565 1.50397 -0.25295  -0.1809
21 C -1.63753 0.07823 -0.89188  -0.1214
22 H 3.15525 -1.33195 5.04965  0.5326
23 H 2.30410 -0.69793 3.67044  -0.2087
24 H 3.56747 -1.98137 3.41527  0.1523
25 H 4.63650 0.34528 4.92236  0.4073
26 H 3.82441 1.00625 3.51372  0.3110
27 H 6.12213 -1.01543 3.65009  0.3176
28 H 6.27062 0.65228 3.06273  0.3204
29 H 5.39903 -1.93174 1.65279  0.8330
30 H 6.31799 -0.48151 1.00103  0.4914
31 H 4.46768 0.24309 -0.19148  0.6851
32 H 3.56939 0.65792 1.32867  0.3587
33 H 3.29390 -1.69367 -0.64973  0.5267
34 H 3.36625 -2.33669 1.00603  0.4095
35 H 1.44472 -0.74306 1.66066  -0.1151
36 H 1.27794 -0.38340 -0.07243  0.1056
37 H 0.28712 -2.47166 -0.48484  0.4088
38 H 1.52681 -3.33082 0.44868  0.6776
39 H 0.33729 -3.30039 2.41764  0.3483
40 H -0.41221 -1.65910 2.03581  -0.2813
41 H -1.69893 -3.07449 0.19604  0.4187
42 H -1.28764 -4.49443 1.18549  0.3895
43 H -3.17968 -2.10089 1.73727  0.2041
44 H -3.49930 -3.82302 1.88802  0.4151
45 H -3.42805 -3.35640 4.11038  0.6791
46 H -1.71083 -3.81509 3.88038  -0.8318
47 H -1.06785 -1.34237 3.93198  -0.0414
48 H -2.03390 -1.84871 5.34051  -0.0122
49 H -3.09036 0.08180 4.88304  0.5445
50 H -4.10583 -0.87247 3.77647  0.3875
51 H -2.46801 -0.14903 1.87689  -0.6495
52 H -1.50866 0.70326 3.13480  0.4452
53 H -5.18826 1.78024 2.80553  -0.1998
54 H -3.36674 2.48582 -1.13124  0.3520
55 H -3.82295 1.08815 -0.11527  0.3084
56 H -1.12911 2.19064 -0.92782  0.3559
57 H -1.17691 1.55082 0.73178  0.3231
58 H -1.62460 -0.67116 -0.08352  -0.2238
59 H -2.56379 -0.09086 -1.46529  0.6112
60 H -0.79630 -0.02931 -1.58767  -0.3963
61 Cs 6.08114 -0.50434 -0.62976  0.8827
62 O 1.40040 -3.97922 4.25252  -0.8943
63 V 0.63614 -5.26386 5.12222  1.4950
64 O -0.15620 -6.47867 6.05319  -0.7866
65 C -6.79166 4.41051 3.96694  0.9591
66 O -6.45323 5.59782 4.03676  -0.7384
67 O -7.53007 3.92434 3.07255  -0.4966
68 O -6.43640 3.49641 4.76807  -0.2638
69 Al -3.23592 -2.39566 6.71835  0.6275
70 O -4.99302 -4.95162 3.32825  -0.5697
71 H -5.57154 -4.25715 2.96990  0.2837
72 C 7.12718 -3.59137 -4.77463  0.7146
73 O 7.38363 -4.81894 -4.82614  -0.5619
74 O 7.88103 -2.82828 -5.63226  -0.4484
75 O 6.29989 -3.00433 -4.06004  -0.5925
76 H 8.39461 -3.56629 -6.01692  0.3283
77 C 0.34831 0.04918 -4.18825  -0.8730
78 O -0.66672 1.02114 -3.99562  -0.2039
79 C -0.23704 2.33775 -4.31937  -0.4422
80 C -0.73189 2.76438 -5.68884  -0.7213
81 O -0.14190 1.99052 -6.72222  -0.3488
82 C -1.00347 0.96794 -7.20629  -0.7871
83 H -0.11760 -0.93550 -4.16597  0.2345
84 H 0.85301 0.17357 -5.14813  0.4592
85 H 1.08292 0.11133 -3.37658  0.2731
86 H 0.85328 2.41488 -4.26122  0.3534
87 H -0.66289 3.00838 -3.56605  0.3522
88 H -0.43925 3.80513 -5.85846  0.4020
89 H -1.82371 2.71115 -5.73913  0.3698
90 H -1.77292 1.40625 -7.84906  0.3410
91 H -1.47660 0.41535 -6.39224  0.3646
92 H -0.40563 0.27602 -7.79815  0.2354
93 C 0.65337 2.34936 -10.61785  -0.6895
94 N -0.07314 1.38989 -11.48891  0.8972
95 O -1.23734 1.16988 -11.23170  -0.5230
96 O 0.55259 0.89321 -12.39684  -0.5363
97 H -0.02807 2.70898 -9.85430  0.2581
98 H 1.48916 1.81774 -10.17136  0.2727
99 H 0.99956 3.16583 -11.24556  0.3173
100 C -0.45387 6.26490 6.04959  0.3432
101 Cl -2.17539 5.87719 6.15488  -0.0576
102 Cl -0.15204 7.84603 6.78729  -0.0967
103 Cl 0.48332 5.02728 6.90479  -0.1142
104 Cl 0.03765 6.30381 4.34842  -0.0944
105 Na -6.96220 6.23797 2.23654  0.9921

---

# 3
Computed, not measured: 9 unconnected molecules or ions with the total composition C26H54BO12PS, with ωB97M-V/def2-TZVPD.

Values from the calculation:
Strongest force on any atom (eV/Å): 1.1
Charge: 0
LUMO (eV): 0.52
E_HOMO (eV): -8.55
Kohn-Sham gap (eV): 9.07
Energy (eV): -73211.60491

Last column: Mulliken charge in e.
Atoms and positions in Å:
1 C -4.48363 2.10900 3.54394  -0.9610
2 B -5.55649 1.00104 3.79518  0.6981
3 O -6.90049 1.20745 3.75252  -0.4812
4 O -5.09245 -0.31660 4.15325  -0.5582
5 C -4.33132 -0.94363 3.27097  0.5374
6 O -4.37450 -0.81961 2.08453  -0.4322
7 O -3.46692 -1.81185 3.90255  -0.2584
8 P -1.97402 -1.31843 4.31013  0.4090
9 S -0.66706 -1.33622 2.91372  -0.3031
10 H -3.69633 2.04030 4.31200  0.3121
11 H -4.91686 3.11278 3.55988  0.2792
12 H -3.98206 1.94521 2.58008  0.3407
13 H -7.36994 1.04399 4.59074  0.4297
14 H -1.69642 -2.17634 5.36698  0.0147
15 H -2.19285 -0.07989 4.92648  0.0191
16 C -1.08957 -2.27182 -2.21387  -0.9124
17 C -1.67529 -2.69990 -0.89121  0.8265
18 O -1.07620 -3.44029 -0.14059  -0.4986
19 C -3.04193 -2.15861 -0.55325  -1.0708
20 H -0.10945 -2.72701 -2.34558  0.2557
21 H -1.74276 -2.57912 -3.03204  0.3570
22 H -0.98997 -1.18515 -2.25434  0.1293
23 H -3.76381 -2.47677 -1.30838  0.4114
24 H -3.02165 -1.06843 -0.53778  0.2857
25 H -3.34770 -2.51703 0.42467  0.2005
26 C 1.60747 1.03426 -2.98700  -0.8208
27 C 0.45883 1.48507 -3.85645  0.7828
28 O -0.64428 0.99342 -3.74393  -0.5401
29 C 0.73231 2.56666 -4.86901  -0.9623
30 H 1.24871 0.25411 -2.31816  0.2044
31 H 2.41967 0.64616 -3.60183  0.2293
32 H 1.99864 1.86859 -2.40642  0.2899
33 H 1.50921 2.24409 -5.56256  0.2392
34 H 1.08781 3.46572 -4.36576  0.2951
35 H -0.18336 2.78298 -5.41524  0.2664
36 C 2.68521 -2.85802 5.58255  -0.9719
37 C 1.24857 -3.00481 5.99630  0.8855
38 O 0.57605 -2.06766 6.36976  -0.5794
39 C 0.66829 -4.39217 5.86691  -0.7089
40 H 3.00684 -1.82514 5.69444  0.3041
41 H 3.32911 -3.51260 6.17125  0.3609
42 H 2.72533 -3.16109 4.53654  0.1867
43 H 1.22570 -5.09252 6.49170  0.4019
44 H 0.75581 -4.71920 4.82917  -0.1044
45 H -0.37684 -4.38965 6.17052  0.3091
46 C -2.67325 1.27272 -7.04071  -1.1005
47 C -2.91647 2.47854 -7.91444  0.8645
48 O -2.07214 2.90583 -8.66672  -0.5556
49 C -4.27514 3.13047 -7.79713  -1.0909
50 H -1.66722 0.89684 -7.21124  0.2374
51 H -2.77737 1.54408 -5.98866  0.2857
52 H -3.39304 0.48712 -7.27650  0.4385
53 H -4.44355 3.46123 -6.77094  0.3085
54 H -5.05773 2.41357 -8.05115  0.3219
55 H -4.33152 3.98358 -8.46868  0.3021
56 C 6.05518 2.67849 -3.29026  -1.0010
57 C 4.93930 2.92907 -4.26907  0.7627
58 O 3.78712 3.05216 -3.91794  -0.4830
59 C 5.32816 3.01214 -5.72718  -1.1885
60 H 5.65463 2.63898 -2.28001  0.3136
61 H 6.55516 1.73693 -3.51518  0.2677
62 H 6.79517 3.47856 -3.35567  0.3477
63 H 5.80395 2.08111 -6.04004  0.3237
64 H 6.04388 3.82224 -5.87697  0.3637
65 H 4.44550 3.19261 -6.33619  0.3012
66 C 10.56528 0.75222 -1.65698  -1.1540
67 C 9.66305 0.73825 -2.86652  0.8508
68 O 8.46536 0.60737 -2.76356  -0.5308
69 C 10.33171 0.89664 -4.21117  -1.0810
70 H 9.97107 0.63093 -0.75498  0.2950
71 H 11.29447 -0.05674 -1.72479  0.3448
72 H 11.11312 1.69483 -1.60909  0.3365
73 H 11.05272 0.09284 -4.36798  0.3413
74 H 10.87165 1.84416 -4.25168  0.3174
75 H 9.58355 0.87050 -4.99965  0.2699
76 C 0.87883 -6.09491 1.78350  -1.1147
77 C 1.81419 -4.91464 1.76098  0.8357
78 O 2.24293 -4.42414 2.78198  -0.5361
79 C 2.18026 -4.36701 0.40627  -0.7709
80 H 0.69056 -6.39697 2.81160  0.2630
81 H -0.06157 -5.82345 1.30432  0.2546
82 H 1.31707 -6.93019 1.23321  0.3862
83 H 1.27419 -4.05130 -0.11203  0.0050
84 H 2.66475 -5.14077 -0.19267  0.3674
85 H 2.85236 -3.51947 0.52103  0.2791
86 C -9.87857 3.07723 7.17558  -1.1319
87 C -8.50014 2.51204 6.95781  0.8239
88 O -8.29312 1.66055 6.12149  -0.5986
89 C -7.39327 3.05372 7.82480  -1.0915
90 H -10.58150 2.60814 6.49232  0.2955
91 H -10.19535 2.90116 8.20476  0.3432
92 H -9.86830 4.15501 7.00600  0.3410
93 H -7.62286 2.87625 8.87654  0.3510
94 H -7.29922 4.13077 7.67788  0.3406
95 H -6.45325 2.56947 7.57233  0.2505